# 1
{
  "formula": "C23H30N4O4S",
  "method": "the ωB97M-V functional and the def2-TZVPD basis",
  "orbital_gap_ha": 0.2971,
  "total_energy_ev": -49322.2516,
  "e_lumo_ev": 0.2,
  "max_force_ev_per_a": 1.03,
  "symbols": ["C", "C", "C", "C", "N", "C", "S", "N", "C", "N", "C", "C", "C", "C", "C", "O", "C", "C", "O", "N", "C", "C", "C", "C", "O", "C", "C", "C", "C", "O", "C", "C", "H", "H", "H", "H", "H", "H", "H", "H", "H", "H", "H", "H", "H", "H", "H", "H", "H", "H", "H", "H", "H", "H", "H", "H", "H", "H", "H", "H", "H", "H"],
  "xyz": [[5.96, 0.92, 2.63], [4.58, 1.36, 3.11], [3.44, 0.92, 2.18], [3.15, 1.89, 1.04], [4.27, 2.11, 0.16], [4.84, 1.35, -0.79], [6.31, 1.87, -1.37], [4.24, 0.22, -1.30], [4.86, -0.49, -2.39], [3.08, -0.19, -0.77], [2.42, -1.18, -1.26], [1.18, -1.63, -0.67], [0.67, -1.10, 0.51], [-0.52, -1.56, 1.03], [-1.24, -2.56, 0.39], [-2.42, -3.08, 0.82], [-2.94, -2.63, 2.05], [-3.45, -1.18, 2.01], [-3.48, -0.50, 3.01], [-3.85, -0.82, 0.77], [-4.34, 0.41, 0.32], [-4.60, 0.55, -1.04], [-5.09, 1.73, -1.55], [-5.32, 2.81, -0.70], [-5.80, 4.03, -1.09], [-6.09, 4.23, -2.45], [-5.06, 2.67, 0.66], [-4.57, 1.49, 1.17], [-0.74, -3.09, -0.82], [-1.53, -4.05, -1.40], [-1.07, -4.66, -2.58], [0.45, -2.63, -1.33], [6.22, 1.35, 1.67], [5.99, -0.17, 2.54], [6.72, 1.22, 3.35], [4.56, 2.45, 3.22], [4.41, 0.93, 4.10], [2.52, 0.83, 2.77], [3.66, -0.07, 1.77], [2.88, 2.87, 1.45], [2.31, 1.52, 0.45], [4.89, 2.87, 0.43], [5.00, -1.54, -2.12], [4.24, -0.43, -3.29], [5.83, -0.04, -2.59], [2.74, -1.73, -2.14], [1.22, -0.33, 1.03], [-0.89, -1.13, 1.95], [-2.22, -2.74, 2.87], [-3.79, -3.29, 2.26], [-3.74, -1.53, 0.06], [-4.43, -0.29, -1.70], [-5.29, 1.80, -2.61], [-5.19, 4.12, -3.08], [-6.87, 3.55, -2.81], [-6.45, 5.25, -2.53], [-5.24, 3.51, 1.31], [-4.37, 1.39, 2.22], [-0.97, -3.94, -3.40], [-1.83, -5.40, -2.84], [-0.11, -5.17, -2.42], [0.84, -3.03, -2.25]]
}

---

# 2
{
  "formula": "C23H30N6O",
  "method": "the ωB97M-V functional and the def2-TZVPD basis",
  "orbital_gap_ha": 0.3221,
  "total_energy_ev": -35310.6840,
  "e_lumo_ev": 0.6,
  "max_force_ev_per_a": 11.51,
  "symbols": ["C", "H", "H", "H", "C", "C", "C", "C", "C", "C", "C", "H", "H", "N", "C", "C", "C", "N", "H", "C", "N", "C", "O", "C", "H", "H", "C", "H", "H", "C", "N", "C", "N", "C", "N", "H", "H", "H", "H", "H", "C", "H", "C", "H", "H", "C", "H", "H", "H", "H", "H", "H", "C", "H", "H", "H", "C", "H", "H", "H"],
  "xyz": [[-5.92, -2.46, 1.21], [-5.56, -2.86, 2.09], [-5.70, -2.85, 0.22], [-7.01, -2.54, 1.29], [-5.66, -0.68, 1.33], [-4.09, -0.53, 1.17], [-3.01, -1.58, 1.15], [-1.84, -0.99, 0.91], [-1.43, 0.33, 0.90], [-2.48, 1.21, 1.06], [-3.77, 0.78, 0.87], [-4.47, 1.71, 0.99], [-2.17, 2.38, 1.16], [-0.16, 0.62, 0.82], [1.05, 0.19, 1.13], [2.15, 0.92, 1.07], [1.38, 2.18, 0.87], [0.14, 1.92, 0.67], [1.62, 3.21, 0.44], [3.54, 0.66, 1.20], [4.16, 0.73, -0.09], [5.08, 1.42, -0.69], [5.39, 2.44, -0.08], [5.35, 1.16, -2.11], [6.19, 1.86, -2.46], [5.10, 0.26, -2.30], [4.35, 2.19, -2.77], [4.36, 3.20, -2.86], [4.68, 1.91, -3.97], [2.82, 1.74, -2.68], [2.48, 0.47, -3.20], [2.08, 0.08, -4.26], [1.89, -1.38, -4.20], [2.37, -1.58, -2.81], [2.74, -0.56, -2.18], [2.25, -2.71, -2.69], [1.79, 0.72, -5.13], [2.61, 1.69, -1.67], [2.22, 2.43, -3.40], [3.80, -0.13, -0.84], [3.64, -0.66, 2.18], [4.88, -1.01, 2.02], [2.95, -1.65, 1.49], [3.12, -2.55, 2.15], [3.21, -1.73, 0.34], [1.20, -1.36, 1.61], [0.80, -2.08, 0.94], [0.85, -1.58, 2.69], [3.27, -0.22, 2.99], [4.11, 1.59, 1.63], [-1.14, -1.86, 0.85], [-3.45, -2.47, 0.98], [-6.44, -0.22, 2.45], [-6.16, 0.72, 2.60], [-7.35, -0.65, 2.67], [-5.73, -0.90, 3.28], [-6.35, -0.18, 0.00], [-6.20, 0.78, -0.08], [-7.48, -0.57, -0.09], [-6.02, -0.96, -0.87]]
}

---

# 3
{
  "formula": "C23H31AsCl2N2O2Sr",
  "method": "the ωB97M-V functional and the def2-TZVPD basis",
  "orbital_gap_ha": 0.2878,
  "total_energy_ev": -118151.3766,
  "e_lumo_ev": 0.5,
  "max_force_ev_per_a": 0.55,
  "symbols": ["Sr", "O", "C", "C", "C", "C", "C", "C", "C", "N", "C", "C", "N", "C", "C", "C", "C", "C", "C", "C", "O", "H", "H", "H", "H", "H", "H", "H", "H", "H", "H", "H", "H", "H", "H", "Cl", "C", "Cl", "H", "H", "C", "C", "As", "C", "C", "C", "C", "H", "H", "H", "H", "H", "H", "H", "H", "H", "H", "H", "H", "H", "H", "H"],
  "xyz": [[-0.31, -0.11, 0.14], [1.18, -0.04, -1.77], [1.01, 0.50, -2.92], [1.58, -0.11, -4.08], [1.46, 0.43, -5.33], [0.77, 1.63, -5.54], [0.20, 2.24, -4.46], [0.28, 1.72, -3.15], [-0.42, 2.48, -2.14], [-0.61, 2.20, -0.90], [-1.45, 3.17, -0.18], [-1.37, 2.92, 1.32], [-1.64, 1.50, 1.58], [-2.71, 1.24, 2.25], [-3.26, -0.05, 2.60], [-4.51, -0.01, 3.26], [-5.18, -1.15, 3.63], [-4.60, -2.39, 3.35], [-3.38, -2.47, 2.72], [-2.65, -1.32, 2.32], [-1.52, -1.46, 1.72], [2.12, -1.04, -3.91], [1.92, -0.08, -6.17], [0.68, 2.05, -6.53], [-0.35, 3.17, -4.59], [-0.87, 3.40, -2.53], [-2.49, 3.05, -0.50], [-1.15, 4.20, -0.40], [-2.08, 3.57, 1.85], [-0.37, 3.16, 1.67], [-3.33, 2.09, 2.58], [-4.94, 0.96, 3.46], [-6.14, -1.08, 4.13], [-5.11, -3.30, 3.64], [-2.91, -3.43, 2.52], [-1.33, -2.81, -1.56], [-2.92, -2.24, -1.01], [-3.12, -0.50, -1.31], [-2.98, -2.41, 0.06], [-3.68, -2.77, -1.57], [2.53, 1.41, 4.03], [3.02, 0.08, 3.46], [2.55, -0.11, 1.57], [3.49, -1.76, 1.06], [4.66, -2.20, 1.94], [3.69, 1.25, 0.74], [5.18, 1.17, 1.02], [2.75, 1.49, 5.09], [1.45, 1.52, 3.90], [3.00, 2.26, 3.53], [2.55, -0.75, 3.99], [4.10, -0.02, 3.59], [3.81, -1.61, 0.02], [2.74, -2.55, 1.03], [5.44, -1.44, 2.00], [5.11, -3.11, 1.54], [4.33, -2.42, 2.95], [3.29, 2.22, 1.05], [3.48, 1.17, -0.33], [5.41, 1.19, 2.09], [5.71, 2.00, 0.56], [5.61, 0.25, 0.61]]
}

---

In the order shown, the computed energy above the lowest of the compared OMol25 structures with the same formula, charge and spin values come out to 101.12 387.55 1.50 kcal per mole.